Record 1
{
  "formula": "C6H14N3S",
  "method": "wB97M-V/def2-TZVPD",
  "orbital_gap_ha": 0.32050,
  "spin_multiplicity": 1,
  "de_lowest_kj_mol": 419.27,
  "total_charge": 1,
  "largest_force_ev_per_a": 4.5,
  "species": ["C", "C", "C", "C", "C", "C", "N", "N", "N", "S", "H", "H", "H", "H", "H", "H", "H", "H", "H", "H", "H", "H", "H", "H"],
  "positions_angstrom": [[-0.8034, -2.2860, 0.8899], [1.3294, 1.8240, -1.1813], [2.7345, 1.9766, -1.2437], [0.4867, 2.8022, -1.8280], [1.6321, -2.9918, 0.7556], [-3.1843, -2.3390, 0.3514], [0.2981, -2.6542, 0.9867], [-1.9862, -1.7163, 0.8371], [-2.0490, -0.3031, 1.0488], [0.7130, 0.5348, -0.3937], [3.2483, 0.9822, -1.1372], [3.0139, 2.7797, -0.5635], [3.0816, 2.5031, -2.2635], [-0.2963, 2.9740, -1.2335], [0.1447, 2.4513, -2.8534], [1.1352, 3.6807, -1.8756], [1.6128, -4.1678, 0.8939], [2.2112, -2.4748, 1.5065], [2.0879, -2.7014, -0.2538], [-3.7648, -1.6444, -0.3817], [-3.0738, -3.2590, -0.2065], [-3.9207, -2.4328, 1.1534], [-1.9119, -0.0185, 2.1176], [-1.2561, 0.1635, 0.6171]],
  "forces_ev_per_a": [[0.1, 0.5, -0.2], [-1.5, -2.0, 0.3], [3.4, 0.5, -2.9], [2.4, 0.3, -2.9], [1.4, -2.6, -0.9], [-3.0, 1.2, -1.4], [-2.6, 1.1, -0.4], [2.0, 0.2, 0.2], [0.2, 0.8, 3.3], [0.0, -0.4, 0.2], [-0.1, 1.4, 0.3], [0.4, -0.3, 0.6], [-0.9, -1.4, 1.9], [-3.4, 0.8, 1.9], [0.6, 0.5, 1.2], [-0.6, 0.4, -0.6], [0.7, 2.4, -0.2], [0.3, -0.3, 0.4], [-1.3, -0.4, 1.2], [1.6, -0.8, 1.1], [0.6, -0.3, 0.3], [0.4, -0.4, 0.1], [-0.7, -1.4, -2.6], [0.0, -0.1, -0.7]]
}

***

Record 2
{
  "formula": "C6H14N3S",
  "method": "wB97M-V/def2-TZVPD",
  "orbital_gap_ha": [0.30136, 0.24149],
  "spin_multiplicity": 1,
  "de_lowest_kj_mol": 578.18,
  "total_charge": 1,
  "largest_force_ev_per_a": 3.3,
  "species": ["C", "C", "C", "C", "C", "C", "N", "N", "N", "S", "H", "H", "H", "H", "H", "H", "H", "H", "H", "H", "H", "H", "H", "H"],
  "positions_angstrom": [[2.2890, -0.4006, 0.1302], [-1.8226, -0.3072, -1.3003], [-1.1160, -1.2145, -0.3212], [-2.4636, 0.7923, -0.4203], [-0.4025, -0.3449, 0.6770], [-0.0658, -0.7879, 2.0980], [2.6915, -1.4684, 0.5091], [2.6331, 0.6666, -0.5049], [1.7851, 1.6882, -0.8407], [-1.1319, 1.3385, 0.7165], [-1.1376, 0.1596, -1.9973], [-2.5490, -0.7321, -1.9046], [-1.7733, -1.9136, 0.1688], [-0.4823, -1.8603, -0.8603], [-2.6827, 1.5925, -1.1523], [-3.3900, 0.4067, 0.1452], [-0.3984, -1.7633, 2.3760], [-0.4307, -0.0823, 2.8282], [1.0807, -0.7536, 2.3385], [2.0777, -2.2160, 0.4432], [3.6045, 0.8876, -0.6077], [1.7577, 1.8152, -1.8903], [-0.2605, 1.8978, -0.2068], [2.1877, 2.5998, -0.4240]],
  "forces_ev_per_a": [[-3.0, 0.0, -0.6], [0.7, 1.3, 1.9], [-0.2, 0.5, 0.1], [-0.9, 0.1, -1.3], [1.5, 0.3, 1.2], [2.5, 0.8, 0.0], [2.0, 0.7, 0.6], [1.5, 0.8, -0.3], [-0.4, 3.2, -0.5], [0.1, -1.3, -1.1], [0.5, 0.2, 0.0], [-1.6, -1.2, -0.9], [-0.8, -0.1, 0.4], [1.4, -0.7, -0.6], [-0.5, 0.1, 1.0], [1.6, 0.9, -0.6], [-0.4, -0.7, -0.1], [-0.5, 0.1, 0.3], [-2.0, -0.3, -0.7], [-1.1, -2.1, 0.3], [0.8, -0.4, -0.3], [0.2, -0.3, 1.6], [-0.6, -0.2, 0.3], [-1.0, -1.8, -1.0]]
}

***

Record 3
{
  "formula": "C6H14N4",
  "method": "wB97M-V/def2-TZVPD",
  "orbital_gap_ha": 0.33982,
  "spin_multiplicity": 1,
  "de_lowest_kj_mol": 106.27,
  "total_charge": 2,
  "largest_force_ev_per_a": 4.6,
  "species": ["C", "C", "C", "C", "C", "C", "N", "N", "N", "N", "H", "H", "H", "H", "H", "H", "H", "H", "H", "H", "H", "H", "H", "H"],
  "positions_angstrom": [[-2.3870, -1.5176, -0.1401], [-0.0789, -1.4262, -0.5486], [-1.1058, -2.3133, 0.1102], [-1.1921, 0.5368, 0.2311], [-1.1319, 1.9581, 0.4815], [3.4990, 2.0156, 0.1665], [-2.2950, -0.1423, 0.2072], [-0.1157, -0.0611, -0.1980], [0.7497, -1.8043, -1.5017], [2.7573, 1.0572, 0.4836], [-3.1491, -1.9685, 0.6203], [-0.8391, -2.4713, 1.2019], [-1.2434, -3.2818, -0.3634], [-2.0460, 2.5484, 0.4344], [-0.4729, 2.3814, -0.2398], [-0.6626, 2.0255, 1.4467], [-2.5594, -1.8070, -1.2023], [3.4234, 2.6897, -0.6700], [4.3983, 2.0788, 0.8256], [1.9348, 0.8307, -0.0487], [0.7968, -2.7800, -1.7258], [1.1414, -1.1419, -2.2297], [-3.2232, 0.2977, 0.2590], [2.8083, 0.6075, 1.4655]],
  "forces_ev_per_a": [[-0.9, -3.0, 1.6], [-0.5, 2.8, 0.4], [1.2, 0.3, 1.3], [-0.8, -1.1, -1.5], [-0.2, 0.9, 0.6], [3.1, 0.3, 1.5], [-2.9, 0.6, -0.1], [3.3, -2.9, -1.4], [-0.1, 1.1, -0.6], [-1.2, -1.0, 2.1], [0.9, 0.6, -2.0], [-0.4, 0.3, -1.2], [0.3, -0.1, 0.0], [-0.2, -0.5, 0.3], [0.6, 0.3, -0.5], [0.1, 0.6, 0.7], [-1.0, 1.2, 0.6], [-0.4, -0.2, -0.5], [-0.8, 0.7, -0.6], [-1.0, -0.3, -0.3], [0.1, -0.4, -0.2], [-0.5, -0.9, 1.6], [0.9, 0.2, 0.3], [0.3, 0.6, -2.2]]
}

***

Record 4
{
  "formula": "C6H14N4O2",
  "method": "wB97M-V/def2-TZVPD",
  "orbital_gap_ha": 0.32875,
  "spin_multiplicity": 1,
  "de_lowest_kj_mol": 166.88,
  "total_charge": 0,
  "largest_force_ev_per_a": 3.4,
  "species": ["C", "C", "C", "C", "C", "C", "H", "H", "H", "H", "H", "H", "H", "H", "H", "H", "H", "H", "H", "H", "N", "N", "N", "N", "O", "O"],
  "positions_angstrom": [[-1.0802, -1.7140, 0.6293], [-0.9263, -3.0149, -0.1305], [0.2190, -1.0362, 1.1686], [0.7772, -0.3848, -0.0553], [-0.0514, 0.8083, -0.6174], [1.3302, 2.9510, -0.7132], [-1.9068, -1.8144, 2.5205], [-2.6948, -1.0023, 1.3850], [-1.4616, -1.1125, -0.2231], [0.0027, -0.3175, 1.9195], [0.8884, -1.8414, 1.6117], [0.8861, -1.1493, -0.8194], [1.8227, -0.0534, 0.1768], [-1.0615, 0.6592, -0.3382], [0.0016, 0.7871, -1.6664], [0.1839, 2.3446, 0.8603], [2.2277, 4.6193, -0.4352], [1.3848, 1.7243, -2.3864], [2.3816, 3.1544, -2.4330], [-2.4278, -3.2832, 0.9226], [-2.2224, -1.8982, 1.5527], [0.3571, 2.1147, -0.1667], [1.4593, 4.0934, -0.1352], [1.9250, 2.4570, -1.8301], [-0.1798, -3.1629, -1.1195], [-1.8346, -3.9284, 0.3227]],
  "forces_ev_per_a": [[0.0, 0.2, -0.3], [0.7, -2.0, -1.8], [-0.7, -2.4, -0.8], [2.3, 0.8, -0.5], [1.9, -0.2, 1.5], [-1.8, 0.4, 1.1], [0.0, -0.4, -0.2], [-0.6, -0.7, 0.5], [0.1, 0.0, 0.7], [-0.4, 0.6, 0.9], [-0.6, 1.1, -0.6], [0.0, -0.1, -0.1], [-0.8, 0.1, -0.4], [-1.2, 0.2, 0.1], [-0.2, -0.1, -1.4], [0.3, -0.3, -2.3], [1.3, 0.9, -0.8], [1.3, 1.6, 1.2], [-0.5, -0.6, 0.6], [0.9, -1.4, -0.6], [0.2, 2.4, 0.3], [-0.3, 0.6, 2.3], [-0.6, -1.5, 0.6], [0.2, -1.0, -2.5], [-1.9, 0.1, 2.9], [0.6, 1.6, -0.5]]
}

***

Record 5
{
  "formula": "C6H14N4O4S",
  "method": "wB97M-V/def2-TZVPD",
  "orbital_gap_ha": [0.24547, 0.30326],
  "spin_multiplicity": 1,
  "de_lowest_kj_mol": 211.79,
  "total_charge": 0,
  "largest_force_ev_per_a": 3.2,
  "species": ["C", "C", "C", "C", "C", "C", "N", "N", "N", "N", "O", "O", "O", "O", "S", "H", "H", "H", "H", "H", "H", "H", "H", "H", "H", "H", "H", "H", "H"],
  "positions_angstrom": [[1.2205, 0.4511, -1.3370], [-1.8473, -1.5333, -0.4066], [1.7167, -1.6241, 0.1560], [2.6282, 0.8574, 0.6866], [-0.9694, 3.0132, -0.0509], [1.7631, -0.1364, -0.0553], [-3.1916, -1.5358, -0.3645], [-1.1586, -1.0161, 0.7221], [-0.7198, 0.2613, 0.5763], [-1.1001, -1.9633, -1.3709], [1.4727, 1.6352, -1.4454], [0.7170, -0.3525, -2.2015], [-2.8397, 1.3731, 0.6674], [-1.9434, 1.0331, -1.5891], [-1.6885, 1.3730, -0.1924], [2.3767, -2.0015, 0.8828], [1.7785, -2.0787, -0.7879], [0.7376, -1.7902, 0.5484], [2.8584, 0.4757, 1.6742], [2.1382, 1.9001, 0.8746], [3.4633, 1.1723, 0.0867], [-1.7028, 3.7801, -0.2335], [-0.9022, 3.2118, 1.0888], [-0.0376, 3.0674, -0.7374], [-3.7355, -1.1266, 0.3745], [-3.7835, -1.8035, -1.2040], [-1.5711, -1.1573, 1.7388], [-1.5624, -2.0767, -2.2275], [0.1120, -0.9635, -1.7164]],
  "forces_ev_per_a": [[2.1, 1.0, 2.2], [0.0, -1.0, -0.9], [0.1, 2.9, 0.2], [-2.2, 1.1, 1.2], [1.9, -0.5, 1.4], [-0.7, 0.2, 0.1], [-1.8, -0.9, -1.4], [-1.6, 0.2, 2.6], [3.0, 1.0, 0.1], [0.4, 0.9, 2.1], [-0.6, 0.3, -1.5], [-0.1, 0.5, -1.5], [-1.1, 0.3, 0.5], [0.7, 0.6, 1.0], [-1.4, -0.6, -1.2], [1.2, -0.3, 0.7], [0.1, -1.0, -1.1], [-1.3, -0.5, 0.3], [0.6, -0.1, 0.0], [0.3, -2.1, -0.5], [0.7, -0.4, -0.3], [-0.7, -0.3, -1.1], [0.9, -0.7, -1.8], [-1.4, 0.1, 1.6], [0.4, 0.4, 0.1], [1.6, 0.4, 1.5], [0.7, 0.1, -2.9], [-1.1, -0.4, -1.3], [-0.6, -1.3, -0.1]]
}

***

Record 6
{
  "formula": "C6H14N5",
  "method": "wB97M-V/def2-TZVPD",
  "orbital_gap_ha": 0.31401,
  "spin_multiplicity": 1,
  "de_lowest_kj_mol": 96.67,
  "total_charge": 1,
  "largest_force_ev_per_a": 1.8,
  "species": ["C", "C", "C", "C", "N", "N", "H", "H", "H", "H", "H", "H", "C", "C", "N", "N", "N", "H", "H", "H", "H", "H", "H", "H", "H"],
  "positions_angstrom": [[-1.9231, 1.0907, 1.7985], [0.6089, 1.0039, 1.2314], [-0.5585, 0.5015, 1.7499], [1.0114, -0.7611, 2.4855], [1.6266, 0.2529, 1.8088], [-0.3063, -0.6270, 2.4452], [0.9439, 1.8542, 0.6597], [2.6016, 0.2357, 1.5999], [-2.6511, 0.3818, 1.3891], [-2.0606, 2.0158, 1.2386], [1.4400, -1.5699, 3.0528], [-2.2304, 1.3085, 2.8187], [-0.5192, 1.4922, -2.7187], [0.0522, -0.7718, -1.8635], [-0.7773, 0.2488, -1.9685], [1.3958, -0.7478, -2.1564], [-0.4117, -1.9099, -1.3684], [-1.7143, 0.1851, -1.6121], [1.8425, 0.1459, -1.9708], [1.6419, -1.1149, -3.0732], [-1.4043, -2.0939, -1.4017], [0.2428, -2.6203, -1.0877], [-1.2248, 1.5085, -3.5361], [0.4551, 1.4911, -3.2314], [-0.3554, 2.2949, -2.0083]],
  "forces_ev_per_a": [[-0.7, -0.1, -0.8], [1.1, 0.3, 0.5], [0.0, 1.0, -0.6], [-1.3, 0.3, 0.0], [-0.9, -1.6, 0.1], [1.0, -0.6, 0.8], [-0.6, 0.3, 0.0], [0.4, 0.3, -0.2], [0.0, 0.0, 0.2], [0.4, 0.0, -0.1], [0.6, 0.1, -0.2], [0.1, -0.1, 0.1], [1.6, -0.8, -0.1], [-0.6, -0.4, 0.6], [1.0, 0.6, -0.9], [0.0, 0.8, -0.1], [-0.2, 0.0, -0.6], [-0.1, -0.3, 0.4], [-0.1, -0.1, -0.3], [0.0, -0.2, 0.3], [0.2, -0.2, 0.3], [-0.1, -0.1, 0.0], [-0.6, 0.9, 0.3], [-0.2, -0.7, 0.2], [-1.1, 0.5, -0.2]]
}